(1)
Density functional theory data (ωB97M-V/def2-TZVPD) for C69H85N3O3P3PbSTe as an isolated structure.

Structure (XYZ):
```
166
Properties=species:S:1:pos:R:3
C -4.215 2.896 -1.096
C -0.591 1.915 2.610
H 1.082 -2.970 3.543
C -4.805 -3.968 0.434
C -5.488 4.520 0.797
H -0.007 1.194 4.600
C 2.577 -0.695 -5.486
H 4.796 -1.206 1.204
C -6.117 5.379 1.851
Te 2.455 1.349 -0.803
H 1.404 -4.068 -4.168
H 1.886 -0.928 -6.299
H -1.118 -5.422 -3.909
H 6.494 -0.170 2.658
H 0.350 1.441 2.318
C -4.131 -2.266 -1.129
C -4.092 -1.096 2.487
H 5.239 0.568 -2.485
C -5.264 0.834 -0.068
H 0.400 -4.450 -0.583
C -5.336 -1.673 2.730
H -2.670 -4.998 1.369
C 5.273 -5.744 -1.675
C 1.668 -3.327 2.703
H -6.211 2.678 1.640
N 2.284 -3.693 -1.811
C 4.019 3.586 0.517
H 0.008 -5.389 -2.557
C 5.930 -3.456 -2.119
H -4.399 0.305 0.324
C 3.277 -1.191 2.724
S 2.068 -1.932 1.639
H 1.591 2.559 -4.942
O -2.786 1.034 -1.671
C -1.800 -2.777 -3.931
C -0.530 -3.439 -3.385
C -5.630 -4.515 -0.535
C 3.948 2.711 1.745
H 4.130 6.121 -2.393
H -1.810 -6.506 3.098
C 0.540 -3.481 -4.475
C -5.010 2.314 -0.079
C 1.900 -2.455 -2.043
C 2.163 1.745 -5.374
C 2.914 -1.487 -2.431
C -4.197 4.302 -1.248
H 0.303 -0.685 -3.796
H -7.172 -1.626 3.825
H -3.023 2.606 -2.863
H 1.910 3.239 -2.910
C 4.546 -0.940 2.225
C 2.606 4.069 -2.999
C -2.275 -4.579 2.283
C 3.386 4.240 -1.733
C -0.642 3.346 2.010
H 0.870 -2.493 -4.774
H 3.211 2.035 -5.455
C -3.509 4.981 -2.408
C -5.710 -3.945 -1.799
N -1.694 1.040 2.135
H -5.994 4.938 2.840
H -2.435 4.781 -2.431
H 5.008 -0.049 -4.132
C -4.038 -2.836 0.143
H -5.440 0.466 -1.078
H 5.954 1.594 5.518
C 3.948 -5.416 -1.663
C 4.642 0.656 -3.389
H 3.269 3.899 -3.847
P -2.956 -1.977 1.326
C 6.243 0.569 5.275
H -1.049 4.607 3.761
C 3.574 -4.069 -1.870
C 0.491 0.237 -4.331
H 0.091 1.063 -3.735
C 1.973 0.428 -4.624
C 6.269 -4.757 -1.889
H -4.777 -4.428 1.412
C -0.749 1.845 4.137
H 3.489 1.740 1.552
C -4.650 0.596 4.122
O -2.049 1.252 4.323
H -2.500 3.892 3.022
H 5.575 -6.772 -1.522
H -1.705 -1.627 3.854
C -2.450 0.774 3.142
H -5.046 -2.341 -3.064
H 5.238 4.981 1.566
P 2.917 0.313 -2.989
H -6.347 -4.387 -2.554
H -0.063 0.201 -5.272
C -4.970 -2.809 -2.091
H 3.367 3.208 2.524
C -1.226 -3.555 4.647
C 3.935 -0.339 4.861
C 4.564 -3.095 -2.131
O 0.842 -1.015 1.646
H 4.721 1.674 -3.773
C -5.614 3.129 0.854
H -1.645 -1.734 -4.208
C -1.134 3.338 0.564
C 4.734 4.774 0.628
H -6.232 -5.383 -0.296
H 3.514 -0.370 -5.941
H 1.974 -1.084 4.437
C -5.887 0.017 4.336
C 4.830 5.686 -0.413
C -6.225 -1.134 3.646
H -1.290 -3.878 -0.510
H 6.029 7.066 0.722
C 5.667 6.927 -0.295
C 4.119 5.408 -1.574
H -1.706 -4.955 -2.320
H 7.311 -5.049 -1.889
H -1.210 4.361 0.194
H 1.793 1.597 -6.392
H 6.323 0.028 6.218
P 0.015 -2.392 -1.852
H -0.855 -5.600 5.187
H -3.556 -1.376 -1.369
H -0.060 -3.093 0.477
H -0.455 2.794 -0.099
H -5.631 -2.557 2.188
H -1.657 5.234 2.247
N 4.182 -1.839 -2.416
C 5.505 -0.373 3.051
H -4.772 6.160 -0.375
H 2.609 -3.761 3.039
Pb -1.192 -0.183 -0.012
H -3.646 6.057 -2.347
H -0.830 -3.156 5.573
C 2.966 -0.889 4.045
C -4.812 5.080 -0.283
C -1.511 4.317 2.819
C -1.250 -4.928 4.436
H 5.101 7.810 -0.592
C -3.318 2.125 -1.920
H -2.123 2.885 0.512
H -7.192 5.462 1.670
C -2.271 -3.203 2.499
C 5.219 -0.064 4.379
C -1.724 -2.696 3.681
H 6.534 6.860 -0.955
C -1.774 -5.435 3.256
H 2.773 -1.616 -4.941
C 3.385 3.301 -0.697
C -3.741 0.057 3.206
C -0.241 -3.579 -0.479
H 2.032 4.972 -3.215
H 7.225 0.598 4.807
C -0.853 -4.882 -2.996
H 0.386 3.718 2.013
H -2.602 -2.825 -3.196
H 6.680 -2.700 -2.318
H -5.703 6.386 1.853
H -3.935 4.642 -3.354
H -2.134 -3.314 -4.822
H 3.693 -0.107 5.893
H 0.115 -3.963 -5.359
H -0.739 2.808 4.633
H 1.095 -4.058 2.132
H -4.367 1.477 4.683
H -6.127 0.592 0.550
H 3.174 -6.156 -1.502
H 4.945 2.533 2.145
H -6.577 0.459 5.043
```

Spin multiplicity: 1
Frontier orbital gap (eV): 7.49
Charge: +3
E (Eh): -4952.63927

***

(2)
Density functional theory data (ωB97M-V/def2-TZVPD) for C6F18KN3O12S6 as an isolated structure at a distorted geometry.

Structure (XYZ):
```
46
Properties=species:S:1:pos:R:3
S 0.573 3.413 0.694
S 0.930 -1.917 -2.525
C -2.760 -1.896 4.817
F -1.601 -2.495 4.902
F 4.152 1.469 -3.114
F -3.308 -1.754 6.033
C 3.583 0.512 0.524
O 3.371 3.163 1.147
F 0.445 -2.425 -5.071
N 1.719 -0.543 -3.261
F -1.498 2.293 1.989
F -3.348 -2.460 0.160
O 3.271 -1.911 -4.608
C -3.746 -1.204 -0.009
O 0.118 -1.531 -1.380
C -0.321 -2.305 -3.968
F -0.937 -3.460 -3.653
F 3.235 1.186 -5.029
O 0.751 3.876 -0.691
N 1.114 1.809 0.663
O 0.922 4.297 1.785
O 2.356 1.436 2.733
O -4.992 -1.101 2.401
C -1.331 3.027 0.895
K 0.051 -0.834 1.302
C 4.022 0.594 -4.103
N -2.562 -0.575 2.284
F 5.240 0.206 -4.512
O -3.783 0.554 4.471
O 1.647 -3.204 -2.382
F 2.822 -0.615 0.442
F -3.526 -2.667 4.093
F -2.030 4.171 0.941
F -4.944 -1.229 -0.587
F -2.889 -0.466 -0.753
F -1.727 2.366 -0.191
S -3.927 -0.358 1.717
F -1.114 -1.264 -4.159
O -4.222 1.072 1.411
O 3.906 -1.470 -2.299
S 3.114 -0.998 -3.452
S 2.537 1.941 1.362
S -2.650 -0.144 3.946
F 4.585 0.186 1.312
F 4.144 0.795 -0.648
O -1.391 0.460 4.372
```

Spin multiplicity: 2
Frontier orbital gap (spin up / spin down) (eV): 8.51 / 3.10
Expectation value of S²: 0.76
Charge: -1
E (Eh): -6082.32905

***

Table of relative energy (zero: lowest compared OMol25 entry of this formula, charge and spin) (kcal per mole), in record order: 0.0; 8.8